Record 1
The following is a DFT calculation (the ωB97M-V functional and the def2-TZVPD basis) of a 4-piece molecular cluster, C23H54ClINO17P3S overall at a distorted geometry.

## Properties
frontier orbital gap: 6.95 eV
HOMO level: -0.3338 Eh
LUMO level: -2.13 eV
SMILES: CC(C)[C@H](C)CON(CCCCS(=O)(=O)Cl)C(=O)OC[C@H](C)I.COP(=O)(OC)OC.COP(=O)(OC)OC.COP(=O)(OC)OC
strongest force on any atom: 9.173 eV/Å

```
101
Properties=species:S:1:pos:R:3:forces:R:3
I 3.813241 3.874756 -1.085108 0.2 0.4 0.1
Cl -2.374987 6.323231 -0.627466 0.2 -0.4 0.0
S -1.222712 4.712104 -0.125045 1.3 -1.3 0.8
P -3.101629 -6.089754 -3.509831 0.8 1.4 9.0
P -3.629727 -0.343735 4.722639 0.1 -6.9 1.0
P 2.260465 2.202153 3.778539 6.9 1.5 2.5
O 1.740620 3.789703 3.856545 -3.0 -2.1 -0.6
O -2.329959 -0.156227 3.696299 -1.3 2.9 1.0
O -3.636450 -4.566750 -3.329062 0.0 -0.3 -1.5
O 2.201721 0.548574 3.702935 -3.0 0.9 -0.7
O -4.760736 0.192056 5.801260 1.3 2.6 -1.1
O -4.611097 -6.810548 -3.351301 -0.1 0.2 -3.8
O 2.495938 2.211503 5.389462 -0.9 -0.1 -0.2
O 1.276097 -0.009957 -3.869966 0.4 0.5 0.3
O 3.610425 2.131018 -3.456761 -1.4 0.4 -0.3
O 0.145486 5.095699 -0.018348 0.4 1.0 -1.1
O -2.648898 -0.949369 5.872229 0.1 0.9 -0.1
O -1.542911 -5.540533 -3.851611 -1.3 -0.5 -3.6
O -1.683188 4.106878 1.074927 -1.8 -0.2 0.4
O -2.619313 -6.667149 -2.199337 0.2 -0.8 -0.5
O 3.504635 2.511104 3.017198 -0.5 -0.9 -0.9
O -4.378307 -1.402113 3.988974 -0.2 1.0 -0.2
O 3.525741 1.429025 -5.533730 0.0 0.0 -0.6
N 1.557417 1.240778 -4.435146 -0.2 0.6 0.5
C 1.220543 4.279087 2.604574 0.3 0.2 -0.2
C 2.661431 -1.398981 -0.032224 0.1 -1.0 -0.1
C -0.553661 3.972874 -2.694249 0.0 0.0 0.4
C 2.932632 1.610765 -4.507435 0.9 -0.9 -1.0
C -0.604717 -6.547289 -4.258666 0.2 -0.1 0.2
C 3.451544 -0.131432 3.659513 0.4 -0.2 -0.3
C -4.898668 -4.142308 -3.854033 -0.1 0.3 0.0
C 1.782755 -0.216321 -2.535463 0.0 -0.6 0.3
C -2.633071 0.526949 2.464004 -0.1 0.0 -0.3
C 0.559519 2.254318 -4.138480 -0.2 -0.3 0.9
C -1.406230 3.538474 -1.472126 0.2 0.5 -1.1
C 5.255283 3.768214 -2.686731 0.3 -0.8 0.1
C -5.703327 -0.770677 6.268357 -0.5 -0.3 -0.1
C 0.742110 3.135646 -2.888856 -1.0 0.9 -0.9
C 0.721607 -0.987270 -1.742055 -0.1 -0.3 -0.2
C -0.094288 -1.961529 -2.598336 -0.4 -0.2 0.7
C -2.630819 -0.437787 7.209406 0.2 -0.2 0.0
C 2.010107 1.176040 6.241833 0.1 0.1 0.3
C 4.775308 2.863652 -3.867781 0.4 0.5 1.6
C 6.583661 3.283953 -2.063724 -0.5 0.5 0.4
C 0.295165 -1.299301 0.701892 0.8 -0.2 -1.0
C 1.234556 -1.732853 -0.469601 -0.7 1.3 0.7
C -5.124270 -6.977861 -2.032568 0.0 -0.3 0.4
H 0.012627 -0.231944 -1.379031 0.0 0.1 -0.2
H 2.789734 -0.367360 0.298058 -0.1 0.1 -0.1
H 1.054598 -2.799024 -0.610198 0.5 -0.1 -0.1
H 0.905549 5.310063 2.738415 0.0 0.0 0.1
H -4.792904 -3.111554 -4.190114 0.1 0.0 0.0
H -0.294454 5.022708 -2.555195 0.1 0.0 -0.1
H -3.249909 -1.062406 7.853724 -0.1 0.0 0.0
H -1.163682 3.935814 -3.598108 -0.1 -0.1 0.0
H -5.007805 -6.064670 -1.448788 0.1 0.0 0.0
H -5.226743 -4.749182 -4.693513 0.0 0.0 0.0
H -6.191955 -0.335272 7.140047 0.2 0.2 0.0
H 0.305801 -0.206509 0.701184 -0.2 0.0 0.3
H -0.948375 -7.053718 -5.160206 0.1 0.0 0.0
H 5.564395 2.142424 -4.060612 0.0 0.1 -0.5
H 2.807324 0.461297 6.451635 0.0 -0.1 -0.1
H 4.137408 0.261895 4.410147 0.0 0.1 -0.1
H 1.998145 4.236172 1.839373 0.0 0.0 0.1
H -3.357659 -0.045125 1.883660 0.0 0.0 0.1
H 2.906406 -2.051470 0.809714 0.0 0.1 0.1
H 0.450575 -2.888245 -2.781189 0.1 0.1 -0.4
H -5.206315 -1.696249 6.558384 0.0 0.0 -0.1
H -5.653378 -4.166123 -3.068081 0.0 -0.1 0.0
H 3.896737 -0.053768 2.670075 0.1 0.1 0.1
H 2.732407 -0.750681 -2.622610 -0.1 -0.2 0.0
H 5.392028 4.791718 -3.018487 -0.3 0.0 -0.2
H 1.713903 1.635518 7.183468 0.0 0.1 0.0
H -0.959571 -2.261442 -1.997834 0.0 -0.1 0.0
H -0.390174 1.726346 -4.018985 0.1 -0.3 -0.2
H -2.968099 0.592938 7.266875 0.0 0.0 0.0
H 7.190604 2.720070 -2.769602 0.1 0.1 0.0
H 7.128887 4.153592 -1.698747 0.2 -0.1 -0.1
H 0.702176 -1.659689 1.643101 -0.3 -0.1 0.2
H 0.426112 2.877997 -5.025946 0.2 0.1 0.0
H 3.401270 -1.638617 -0.796379 0.0 0.2 -0.1
H -6.453458 -0.972090 5.507973 0.1 -0.1 -0.1
H 0.341393 -6.054994 -4.471415 -0.1 0.1 0.0
H -6.186172 -7.207545 -2.135785 0.0 0.1 -0.3
H 6.370162 2.692574 -1.176166 0.2 -0.4 -0.2
H 0.366195 3.684621 2.293282 -0.1 0.2 0.0
H 1.153919 0.655733 5.822723 0.0 -0.1 0.0
H -4.631891 -7.806338 -1.532309 0.1 0.1 0.0
H -3.025306 1.522571 2.670633 0.1 0.1 -0.1
H -1.608904 -0.489740 7.574953 0.1 -0.1 -0.1
H 1.515487 3.863711 -3.110608 0.4 -0.3 0.4
H -0.458421 -7.274427 -3.460000 -0.1 0.0 0.0
H -1.717320 0.622617 1.884118 0.1 -0.1 0.2
H -2.455700 3.433884 -1.735877 -0.1 0.1 0.3
H 2.006716 0.701780 -1.993037 0.0 0.3 -0.4
H 3.246621 -1.181432 3.873219 -0.2 0.1 0.0
H -0.500187 -1.530360 -3.508866 0.3 0.0 -0.1
H -0.706268 -1.672127 0.488879 -0.1 0.1 0.4
H 4.570962 3.517261 -4.710004 -0.2 -0.4 -0.3
H -1.034477 2.591802 -1.080612 -0.1 0.1 0.4
H 0.931985 2.588231 -1.970892 0.4 -0.1 -0.1
```
Positions in Å, forces in eV/Å.

Here are the Mulliken charges for atoms 1 to 5, given in e:
1. I 0.069
2. Cl -0.256
3. S 1.129
4. P 1.057
5. P 0.997

Record 2
The following is a DFT calculation (the ωB97M-V functional and the def2-TZVPD basis) of a 9-piece molecular cluster, C23H54IN16O9 overall at a distorted geometry.

## Properties
frontier orbital gap: 3.62 eV
charge: -1
HOMO level: -0.0661 Eh
LUMO level: 1.82 eV
strongest force on any atom: 1.808 eV/Å

```
103
Properties=species:S:1:pos:R:3:forces:R:3
I -2.218369 -2.065463 2.995194 0.0 0.2 -0.1
O 0.557922 4.498463 -1.151889 0.0 0.2 0.0
O 1.417392 -6.492686 3.011579 0.2 -0.4 0.2
O 5.531538 2.903838 2.858281 -0.1 0.0 0.1
O -2.292790 -8.856255 -0.386266 0.1 0.0 0.1
O -3.555452 0.254743 -3.990873 -0.3 0.0 -0.4
O 6.493132 6.199519 5.824125 0.1 0.6 0.2
O 0.937733 -0.601380 -0.776188 0.0 -0.4 -0.2
O -7.858086 0.266224 -7.547556 0.0 0.0 -0.1
O -3.943545 2.025686 -0.751395 0.2 0.2 -0.2
N -0.624056 -6.605864 2.057723 -0.2 0.0 0.1
N 2.624534 3.892003 -1.873738 -0.2 0.3 -0.3
N -5.344032 3.655529 -0.025739 0.1 0.1 0.0
N -2.708909 2.304569 -3.504363 -0.1 -0.1 0.1
N 5.670834 5.167379 2.769565 -0.1 0.1 -0.1
N -3.160164 -7.557319 -2.033741 0.0 -0.2 -0.1
N 5.001160 7.565637 6.853822 0.1 0.1 0.0
N 0.830602 -8.384363 1.883565 0.1 -0.1 0.0
N 4.296844 5.642261 5.803331 0.1 -0.1 0.0
N -5.939222 -0.949332 -7.482362 0.1 0.0 -0.1
N -6.141229 1.873677 -1.260972 0.0 -0.1 -0.1
N -3.941821 -7.379866 0.121622 0.0 -0.1 0.1
N 0.839933 2.460488 -2.112306 -0.3 0.5 -0.4
N 6.927593 3.989035 4.287432 0.3 -0.3 -0.1
N -6.418051 0.554996 -5.814639 0.1 0.0 0.1
N -2.719468 1.541285 -5.672181 -0.1 -0.1 -0.1
C -3.395119 0.553457 2.075880 0.6 0.3 0.7
C 4.370777 1.752573 -0.183604 -0.2 -0.3 0.0
C 1.938998 -1.193020 -0.083996 -0.2 1.0 -0.1
C 1.285151 3.670075 -1.676717 0.0 -0.3 -0.4
C 2.964593 1.125410 -0.126288 0.3 -0.6 0.3
C -0.199029 -1.438228 -1.158433 -1.3 -0.3 0.0
C -3.029788 1.296647 -4.356491 0.2 0.3 0.1
C 2.991298 -4.500758 1.322255 -0.4 0.6 0.4
C 2.011337 -2.511144 0.272460 -1.0 -0.9 -0.5
C 2.016850 1.878850 0.823608 0.2 0.2 -0.7
C -3.078385 -7.991575 -0.743100 -0.1 0.2 0.0
C 5.336995 6.450035 6.138089 -0.2 -0.1 0.0
C 3.056809 -3.028243 1.001243 0.3 -0.9 -0.1
C -5.065644 2.488473 -0.683600 -0.2 0.0 0.0
C 4.013315 -0.870265 1.010449 1.1 0.3 0.7
C 2.988808 -0.345130 0.283269 0.0 0.8 -0.4
C -2.176849 -0.736796 0.225157 0.0 -1.7 0.7
C -2.182554 -0.295217 1.706304 -0.5 0.1 -0.7
C -1.149880 -1.843474 -0.058045 0.3 0.5 -1.0
C 4.070518 -2.198933 1.394079 0.4 0.0 0.3
C 6.014777 3.941097 3.278469 0.2 0.0 -0.1
C 0.600379 -7.121226 2.365240 -0.3 0.2 -0.1
C -6.813752 -0.018762 -6.984327 0.0 0.0 0.1
H -7.024801 1.241298 -5.408616 0.0 0.0 0.0
H -1.309434 -7.105675 1.521326 0.1 0.0 -0.1
H -4.587615 -6.666560 -0.158308 0.1 0.1 0.0
H 4.505093 4.811774 5.276047 0.0 0.0 0.0
H 5.743914 8.184470 7.118969 0.0 0.0 0.0
H -0.747181 -0.812234 -1.896322 0.6 0.3 -0.1
H -1.228141 0.183876 1.931574 -0.1 -0.1 0.3
H 1.794097 2.864283 0.395077 -0.1 -0.2 0.5
H -5.554872 0.321186 -5.349951 0.0 0.0 0.2
H -2.283889 3.159694 -3.809021 0.1 0.0 0.0
H 7.315594 4.851755 4.636203 -0.3 -0.2 0.1
H -0.133354 2.249771 -1.981168 0.1 -0.2 0.1
H 1.720716 -8.797932 2.083780 0.0 0.0 0.0
H 4.677941 2.125041 0.802229 0.0 0.1 -0.4
H 0.149850 -2.306789 -1.733310 0.3 0.0 0.2
H 6.057865 6.027776 3.110066 0.0 0.0 0.1
H -3.183695 -1.160578 0.055852 0.0 0.3 0.0
H -5.967818 1.012802 -1.749449 0.1 0.0 0.0
H 0.155579 -8.896669 1.345002 0.0 0.1 0.0
H 4.896750 -2.562432 1.996163 0.0 0.0 -0.1
H 2.125927 -4.620914 1.974764 0.1 -0.3 0.0
H 4.060435 7.784633 7.119572 0.0 0.0 0.0
H 4.826325 -0.224898 1.332497 -0.1 0.0 -0.1
H -0.830937 -5.677564 2.384864 0.0 0.0 -0.1
H 4.999137 5.185085 2.024695 0.0 0.0 0.0
H -2.935908 0.827006 -6.340481 0.1 0.0 0.0
H -4.331313 0.088287 1.761058 0.1 0.1 -0.3
H 3.235558 3.220854 -2.298147 -0.1 0.0 0.1
H 2.486157 2.007938 1.802038 0.0 -0.1 0.0
H -2.540998 -7.977026 -2.701133 0.0 0.0 0.0
H 1.095317 1.301207 0.909434 0.0 0.2 0.1
H 1.222372 -3.201416 0.004386 -0.2 0.2 0.0
H -1.691230 -2.714249 -0.465236 0.2 -0.1 0.2
H 2.557441 1.132906 -1.144751 0.0 0.0 0.4
H -6.186618 -1.400606 -8.342133 0.0 0.0 0.0
H -2.074780 0.119338 -0.459648 0.1 0.2 0.4
H -4.576222 4.130648 0.411515 0.0 0.0 0.0
H -2.915671 2.176546 -2.523394 -0.1 0.0 0.1
H 7.212121 3.116865 4.692525 0.0 0.0 -0.1
H 3.346670 5.836417 6.054633 0.0 0.0 0.0
H -3.228699 1.539364 1.630929 -0.4 -0.1 -0.2
H -6.264411 4.044803 0.038982 0.0 0.0 0.0
H -5.080760 -1.194296 -7.025600 0.0 0.0 0.1
H 1.435082 1.779129 -2.543967 -0.1 -0.1 0.1
H -3.798110 -6.846087 -2.335185 0.1 0.1 0.0
H 2.995878 4.769754 -1.565313 0.0 0.0 0.0
H 3.862360 -4.858627 1.871878 0.0 -0.1 -0.2
H -3.478914 0.689369 3.159534 0.1 0.0 -0.1
H 4.379725 2.542681 -0.942504 0.3 0.0 0.6
H 5.099517 0.999087 -0.493951 0.0 0.1 0.0
H -3.914980 -7.666509 1.082337 0.0 0.0 0.0
H -2.290521 2.390584 -5.984942 0.0 0.0 0.0
H -7.073761 2.235949 -1.214953 0.0 0.0 0.0
H 2.781180 -5.082710 0.421798 0.3 -0.1 0.1
```
Positions in Å, forces in eV/Å.

Here are the Mulliken charges for atoms 1 to 5, given in e:
1. I -0.138
2. O -0.695
3. O -0.658
4. O -0.634
5. O -0.659